Record 1
The following is a quantum chemistry calculation of a 10-piece molecular cluster, C52H92ClNO13S2 overall at a distorted geometry, from the OMol25 dataset.

Structure (ORCA input):
```
! wB97M-V def2-TZVPD RIJCOSX def2/J DEFGRID3
* xyz 0 1
C -9.92866 -6.50717 0.74345
C -9.26673 -5.25262 1.41424
C -7.89599 -5.56060 2.13169
C -6.73061 -5.16556 1.15167
N -5.51816 -4.66964 1.87824
C -5.64936 -3.21482 2.05670
C -4.32637 -2.52866 2.59925
C -3.59585 -1.86993 1.38647
C -2.57882 -0.74060 1.76848
C -2.35407 0.11622 0.50822
C -2.15720 1.45924 0.44886
C -2.09003 2.31230 1.72940
C -0.69985 3.09401 1.74576
C 0.02899 2.99586 3.12729
Cl 1.71495 2.29651 2.89179
C -2.01170 2.07106 -0.97449
O -1.22639 2.93124 -1.26300
C -2.94473 1.43633 -2.03296
C -3.12982 0.09839 -1.96884
C -4.03073 -0.76510 -2.86699
C -4.64920 -0.02880 -4.09288
C -5.94944 -0.82250 -4.50733
C -5.65659 -2.17432 -5.18955
O -6.44967 -2.59104 -5.99864
O -4.57418 -2.93575 -4.89955
C -2.38021 -0.64542 -0.83972
O -1.84137 -1.70317 -1.02275
C -4.40427 -4.97669 1.00051
S -4.38769 -4.55649 -0.61952
S -2.92795 -5.80511 1.64464
C -1.59043 -5.39308 0.43462
C -1.60047 -6.41938 -0.75523
C -0.90094 -5.80040 -2.00363
H -11.01186 -6.50119 0.98945
H -9.88235 -6.45982 -0.36694
H -9.49271 -7.47462 1.05261
H -9.17713 -4.47179 0.63274
H -9.96867 -4.87410 2.18282
H -7.85785 -6.66681 2.22619
H -7.82977 -5.07353 3.11896
H -6.48622 -6.08242 0.57633
H -7.06030 -4.42982 0.38296
H -6.40059 -3.06419 2.86524
H -6.05251 -2.69165 1.16240
H -3.68241 -3.26005 3.12010
H -4.65764 -1.77506 3.34304
H -3.01513 -2.66936 0.88910
H -4.36308 -1.42975 0.71793
H -1.64892 -1.19275 2.16274
H -3.00088 -0.10704 2.57826
H -2.09435 1.70298 2.65144
H -2.91913 3.04452 1.80994
H -0.89156 4.15106 1.47116
H -0.03931 2.61839 0.99537
H -0.49608 2.33581 3.84335
H 0.20385 4.00277 3.55387
H -3.46932 2.02950 -2.79191
H -3.46233 -1.67941 -3.12672
H -4.86862 -1.11787 -2.21773
H -4.98915 0.99042 -3.83911
H -3.92048 -0.06376 -4.92360
H -6.53694 -1.05861 -3.59391
H -6.56850 -0.25412 -5.22592
H -4.75225 -3.85778 -5.14210
H -0.63740 -5.53586 0.98432
H -1.64205 -4.33920 0.10335
H -1.08069 -7.32783 -0.37621
H -2.64265 -6.72891 -0.96889
H -1.33717 -4.78711 -2.15240
H -1.02223 -6.41066 -2.91413
H 0.16438 -5.62977 -1.74374
C -5.00308 -3.14603 -8.50102
C -3.96946 -4.20132 -8.21179
C -2.69940 -4.16876 -9.01909
O -4.15059 -5.04562 -7.35817
H -5.85666 -3.29471 -7.84321
H -4.58237 -2.15597 -8.31444
H -5.33704 -3.22199 -9.53818
H -2.18130 -3.22158 -8.85404
H -2.92614 -4.29507 -10.07899
H -2.04917 -4.98377 -8.70199
C -0.09942 -2.71090 -5.74245
C 0.77492 -2.40824 -6.93160
C 2.14414 -3.03618 -6.96267
O 0.39241 -1.68758 -7.82847
H -1.05162 -2.19352 -5.85483
H -0.28828 -3.78434 -5.68229
H 0.38220 -2.36394 -4.82650
H 2.05539 -4.12391 -6.95597
H 2.72621 -2.70373 -6.10148
H 2.65978 -2.73222 -7.87255
C 4.15929 0.19915 1.65718
C 5.18175 -0.88849 1.85551
C 6.41561 -0.83898 0.99812
O 5.01702 -1.76946 2.67425
H 3.32506 0.03959 2.33802
H 4.60577 1.17221 1.86985
H 3.78529 0.17539 0.63201
H 6.96161 0.09034 1.18295
H 6.13978 -0.90942 -0.05652
H 7.06170 -1.67885 1.24710
C -1.84575 8.09564 -1.18949
C -2.61106 6.79843 -1.23393
C -2.37746 5.89598 -2.41258
O -3.38311 6.49541 -0.35052
H -2.11567 8.63555 -0.28267
H -0.77346 7.89213 -1.17371
H -2.09722 8.71238 -2.05391
H -1.32867 5.59757 -2.44932
H -2.65457 6.40825 -3.33621
H -2.99073 5.00274 -2.30937
C -1.11545 7.48436 2.39699
C -0.68374 7.08607 3.78031
C -0.77898 8.12043 4.86832
O -0.27456 5.96608 4.00499
H -0.99013 6.63284 1.72858
H -2.16806 7.77226 2.40084
H -0.50019 8.30926 2.03279
H -1.81560 8.43994 4.98814
H -0.14847 8.97727 4.62241
H -0.43505 7.68740 5.80686
C 10.10061 2.60656 1.06661
C 9.39833 1.65544 1.99632
C 10.24393 0.92873 3.00920
O 8.19896 1.47806 1.93612
H 9.37221 3.05728 0.39389
H 10.58408 3.39587 1.63709
H 10.84118 2.06750 0.47320
H 10.73571 1.64703 3.66713
H 10.99097 0.31748 2.50000
H 9.60931 0.27877 3.61082
C 7.51644 -6.38043 1.96945
C 8.44070 -5.19355 1.87687
C 8.05965 -3.96212 2.65474
O 9.44727 -5.23049 1.20397
H 7.91128 -7.19385 1.36200
H 7.44548 -6.71726 3.00503
H 6.52666 -6.11128 1.59687
H 8.01308 -4.19375 3.72016
H 7.09320 -3.58952 2.31080
H 8.81092 -3.18880 2.49709
C 0.31783 4.71590 7.77561
C -0.57377 5.70765 8.47632
C -1.07389 5.34067 9.84952
O -0.87645 6.75817 7.95543
H 0.60010 5.10961 6.79941
H 1.22247 4.54849 8.36295
H -0.21349 3.77328 7.63331
H -0.23044 5.20080 10.52768
H -1.66606 4.42547 9.79779
H -1.70221 6.14395 10.23202
C 10.75900 7.03845 -0.44830
C 11.77860 5.94900 -0.24174
C 13.01607 5.98855 -1.09981
O 11.60998 5.07630 0.58100
H 9.92360 6.88556 0.23352
H 11.20729 8.01184 -0.24223
H 10.38585 7.00971 -1.47342
H 13.56276 6.91614 -0.92208
H 12.74133 5.91405 -2.15336
H 13.65955 5.14773 -0.84480
*
```

The HOMO energy comes out at -0.3124 Eh. As for the SMILES: CCCCN(CCCCC1=C(CCCCl)C(=O)C=C(CCCC(=O)O)C1=O)C(=S)SCCC.CC(C)=O.CC(C)=O.CC(C)=O.CC(C)=O.CC(C)=O.CC(C)=O.CC(C)=O.CC(C)=O.CC(C)=O. The value obtained for the frontier orbital gap is 8.1 eV.

Atomic partial charges in e from the Mulliken method, atoms 1 to 99: C -1.045; C -0.532; C -0.563; C -0.894; N 0.028; C -0.627; C -0.918; C 0.428; C -1.029; C 0.178; C 0.080; C -0.618; C -0.268; C -0.042; Cl -0.253; C 0.418; O -0.559; C -0.590; C 0.215; C -0.083; C -0.577; C -0.758; C 0.491; O -0.630; O -0.332; C 0.586; O -0.695; C -0.145; S -0.056; S -0.124; C -0.189; C -0.357; C -0.955; H 0.305; H 0.252; H 0.297; H 0.332; H 0.371; H 0.334; H 0.392; H 0.467; H 0.372; H 0.412; H 0.287; H 0.266; H 0.457; H -0.633; H 0.267; H 0.297; H 0.380; H 0.303; H 0.315; H -0.217; H 0.491; H 0.353; H 0.050; H 0.307; H 0.288; H 0.182; H 0.405; H 0.295; H 0.342; H 0.336; H 0.323; H 0.549; H -0.201; H 0.351; H 0.299; H 0.110; H 0.371; H 0.319; C -1.089; C 0.948; C -1.105; O -0.588; H 0.249; H 0.264; H 0.456; H 0.242; H 0.367; H 0.301; C -0.881; C 0.783; C -1.149; O -0.566; H 0.139; H 0.320; H 0.403; H 0.309; H 0.335; H 0.315; C -1.134; C 0.858; C -0.349; O -0.600; H 0.297; H 0.332; H 0.311; H 0.031

---

Record 2
The following is a quantum chemistry calculation of Cl3H2MgO as an isolated structure, from the OMol25 dataset.

Structure (ORCA input):
```
! wB97M-V def2-TZVPD RIJCOSX def2/J DEFGRID3
* xyz -1 1
Mg 9.56615 3.20324 -8.57219
Cl 8.11488 4.75752 -7.75285
Cl 9.01863 1.65090 -10.24209
Cl 11.23746 2.50207 -7.11911
O 10.65494 4.44028 -9.74976
H 11.34345 4.27176 -10.39034
H 10.63879 5.36756 -9.51906
*
```

The HOMO energy comes out at -0.2128 Eh. The calculation puts the energy above the lowest of the compared OMol25 structures with the same formula, charge and spin at 0.0 kcal per mole. The value obtained for the frontier orbital gap is 8.7 eV.

How positive or negative is each atom? The natural (NBO) charges in e answer that: Mg 1.678; Cl -0.896; Cl -0.900; Cl -0.901; O -0.990; H 0.505; H 0.504

---

Record 3
The following is a quantum chemistry calculation of a single C5H6OS molecule at a distorted geometry, from the OMol25 dataset.

Structure (ORCA input):
```
! wB97M-V def2-TZVPD RIJCOSX def2/J DEFGRID3
* xyz 0 1
S -2.15490 -0.40322 -1.99868
C -1.71052 -0.05662 -0.32314
C -0.42316 0.16804 0.02938
C 0.80748 0.04335 -0.75368
C 1.82053 0.13852 0.03021
O 1.50447 0.27909 1.31579
C 0.04617 0.17816 1.45183
H -0.80819 -0.26860 -2.44168
H -2.47168 -0.14215 0.41434
H 0.84642 -0.10902 -1.78103
H 2.96796 -0.02120 -0.07877
H -0.08450 -0.75225 1.92063
H -0.34009 0.94590 2.21480
*
```

The HOMO energy comes out at -0.2800 Eh. As for the SMILES: S/C=C1\C=COC1. The calculation puts the energy above the lowest of the compared OMol25 structures with the same formula, charge and spin at 42.9 kcal per mole. The value obtained for the frontier orbital gap is 8.5 eV.

How positive or negative is each atom? The natural (NBO) charges in e answer that: S 0.012; C -0.356; C -0.077; C -0.379; C 0.197; O -0.489; C -0.093; H 0.130; H 0.221; H 0.217; H 0.215; H 0.194; H 0.207

---

Question: The lowest HOMO energy belongs to which entry?
Answer: C52H92ClNO13S2